Here is one molecule with the formula C18H21N3O in a non-equilibrium geometry from the OMol25 dataset. Energies are from wB97M-V/def2-TZVPD.

Results
ΔE to the lowest compared entry with this formula, charge and spin (eV): 3.795
HOMO level (eV): -7.23
E_LUMO (eV): -0.7
SMILES: CC/N=c1\cc2oc3cc(NCC)c(C)cc3nc-2cc1C

Each line ends with the Mulliken charge.
Atoms and positions in Å:
O -0.538567 0.300305 1.141697  -0.374
N -1.434920 3.221346 -2.488474  -0.380
N 1.620631 -2.220828 4.629525  -0.538
N 0.986287 -1.353675 -0.674084  -0.579
C 0.522941 -0.904810 2.863941  -0.447
C 0.576498 0.293568 -2.428771  -0.903
C 1.776376 -0.074037 6.001416  -1.026
C -0.863086 2.155571 -2.015927  0.369
C 0.435119 2.040318 -4.165521  -1.391
C 3.173852 -3.716094 2.920039  -1.405
C 1.829086 -2.694641 1.080258  -0.991
C -1.385314 4.518090 -1.830320  -0.409
C -0.449079 0.587411 -0.220207  0.598
C 0.078253 1.521653 -2.808697  0.837
C 0.986742 -1.677259 0.595968  0.574
C 2.161898 -2.683686 2.412476  0.829
C 0.247443 -0.787887 1.500036  0.072
C 1.334244 -1.979997 3.384633  0.474
C -1.306679 5.624953 -2.840105  -1.249
C -1.136322 1.697770 -0.701209  -0.973
C 0.301318 -0.160910 -1.104659  0.090
C 1.096089 -1.484078 5.763884  -0.605
H 3.745059 -3.277757 3.716752  0.382
H -0.034933 -0.187989 3.344690  0.647
H 1.305772 -0.288309 -3.019251  0.402
H 1.491521 2.222380 -4.238923  0.369
H 2.705073 -4.620951 3.357493  0.273
H 3.744397 -4.051010 2.044556  0.362
H -1.419280 3.281491 -3.474125  0.356
H 2.784191 -0.211851 6.376554  0.297
H -0.714066 5.387314 -3.682383  0.368
H -2.364698 5.735120 -3.107668  0.337
H -0.028376 -1.483365 5.733033  0.339
H -2.250562 4.640075 -1.220819  0.285
H -0.505638 4.507746 -1.205001  0.362
H 1.584036 -2.003784 6.562075  0.362
H 2.406554 -3.295959 0.323973  0.281
H 0.128599 1.359412 -4.970990  0.308
H 1.702615 0.534982 5.153006  0.357
H -0.098389 3.016698 -4.366397  0.134
H -1.029230 6.649322 -2.355962  0.305
H 1.256107 0.342189 6.791599  0.340
H -1.666949 2.275774 -0.023496  0.560

Atoms 1-6, force components in eV/Å:
O 1.0 -1.7 -1.7
N -2.5 3.6 -1.0
N 0.1 0.2 -1.4
N -0.2 0.3 0.0
C -1.0 -0.8 -4.1
C 0.1 -0.3 1.8

Here is one molecule with the formula C18H21N3O4S in a non-equilibrium geometry from the OMol25 dataset. Energies are from wB97M-V/def2-TZVPD.

Results
ΔE to the lowest compared entry with this formula, charge and spin (eV): 2.872
HOMO level (eV): -8.26
E_LUMO (eV): 0.3
SMILES: CC(C)NC(=O)COc1ccc(/C=N/NS(=O)(=O)c2ccccc2)cc1

Each line ends with the Mulliken charge.
Atoms and positions in Å:
S 3.254720 1.144051 3.989795  1.197
O 2.334790 1.977090 4.702416  -0.619
O -2.966998 1.993966 -1.963831  -0.549
O -1.314637 1.164687 -5.002275  -0.676
O 4.615988 1.062582 4.425080  -0.701
N -2.206880 -0.163143 -3.398797  -0.091
N 3.380669 1.648863 2.378021  -0.192
N 2.410831 1.725672 1.460694  -0.441
C -2.574998 -2.478482 -4.059773  -1.450
C 0.775908 -2.040165 4.182573  -0.576
C -2.724520 2.186669 -3.339417  -0.488
C 0.140835 1.770365 0.792958  0.623
C 2.564784 -0.502781 3.837678  0.291
C 1.306420 -0.769548 4.336881  -0.154
C -0.589063 -1.818368 -2.647517  -1.351
C -1.201025 1.694827 1.174336  -0.473
C -0.562478 2.019296 -1.507683  -0.159
C -1.896709 1.941157 -1.115512  0.733
C 1.181584 1.676654 1.794670  -0.085
C 2.776931 -2.739195 3.041555  -0.592
C -1.994180 1.013187 -4.009936  0.493
C 3.310838 -1.470405 3.195091  -0.561
C -2.204901 1.777871 0.236197  -0.846
C -1.540398 -1.396234 -3.765996  0.273
C 0.437643 1.934452 -0.560381  -1.117
C 1.510296 -3.019004 3.531716  -0.425
H -3.243715 1.723754 0.522598  0.456
H -0.044634 -2.712792 -2.936661  0.428
H -2.161647 3.107705 -3.529420  0.358
H 4.311596 1.610417 1.993595  0.266
H -3.713926 2.286396 -3.796061  0.340
H -0.205837 -2.265913 4.570046  0.400
H 4.298239 -1.224619 2.837755  0.354
H 3.346660 -3.507923 2.542250  0.396
H -1.145302 -2.028696 -1.735542  0.341
H -3.162532 -2.693252 -3.169007  0.345
H -1.452072 1.573001 2.217751  0.399
H 1.472699 1.995979 -0.855305  0.429
H -3.245908 -2.155318 -4.851570  0.368
H 0.859389 1.573277 2.829523  0.337
H 0.125960 -1.025921 -2.439442  0.321
H -0.295213 2.141062 -2.545614  0.441
H 0.769295 0.015958 4.845246  0.502
H 1.095546 -4.008453 3.409992  0.402
H -0.971209 -1.167624 -4.672779  0.313
H -2.079904 -3.392122 -4.376219  0.420
H -2.782938 -0.178978 -2.569680  0.321

Atoms 1-6, force components in eV/Å:
S 0.3 0.0 -0.5
O -0.2 -0.2 -0.3
O -0.1 -0.1 0.2
O 0.2 0.2 -0.3
O 0.0 -0.2 -0.2
N -0.2 -0.3 0.2

Here is C18H21N5O2Tc as an isolated structure in a non-equilibrium geometry from the OMol25 dataset. Energies are from wB97M-V/def2-TZVPD.

Results
Net charge: +4
ΔE to the lowest compared entry with this formula, charge and spin (eV): 0.000
Multiplicity: 4
HOMO level (spin up / spin down) (eV): -21.97 / -21.97
E_LUMO (spin up / spin down) (eV): -16.7 / -17.4
<S²>: 3.78

Each line ends with the Mulliken spin population.
Atoms and positions in Å:
Tc 0.952073 -0.651426 -0.559230  1.663
O 3.069247 1.369554 0.336524  0.099
O -0.329021 -2.901615 1.137669  0.077
N -1.545418 1.410086 3.724643  -0.013
N -3.213415 -1.354936 -0.315284  0.003
N 2.927728 -2.579721 -0.773095  -0.025
N -0.497291 0.309595 2.088526  0.025
N -1.350189 3.533839 0.196475  0.001
C -4.053390 -2.146424 -0.195671  0.002
C 1.694696 -0.360287 -2.555368  -0.067
C -1.086078 -0.230669 -2.311078  0.067
C 0.481867 5.307106 -0.346822  0.001
C 0.508421 2.471639 2.936113  0.030
C 3.992237 -3.011010 -0.922195  0.006
C 2.291004 0.520643 0.122641  -0.041
C 0.179433 -2.085354 0.466180  -0.027
C -0.355716 0.949227 -2.211584  0.081
C -1.688475 -0.338041 2.386399  0.304
C -5.129885 -3.116191 -0.102347  0.000
C -0.461568 1.382563 2.885935  0.250
C -0.435978 4.209474 -0.059388  0.002
C -2.318428 0.308701 3.425892  0.354
C 0.906625 -1.470387 -2.918451  0.060
C 5.266813 -3.693133 -1.062338  -0.001
C -0.456957 -1.443514 -2.637907  -0.025
C 1.043041 0.864281 -2.224568  0.016
H -0.831242 1.897824 -1.941844  0.009
H 2.766608 -0.347979 -2.708599  0.009
H 1.365951 -2.376583 -3.296070  0.004
H -1.064119 -2.348843 -2.681964  0.003
H -0.141686 6.207301 -0.520721  0.000
H -1.724117 2.133500 4.428456  -0.006
H 1.027483 2.468988 3.898111  0.032
H 5.794704 -3.691275 -0.091578  0.001
H 0.000166 3.432758 2.832314  0.024
H 1.241330 2.393637 2.142737  0.000
H -4.864625 -3.906911 0.612082  0.000
H -3.252801 0.065794 3.889219  0.011
H 5.083290 -4.735407 -1.380205  0.000
H -2.025009 -1.232241 1.890548  0.056
H -5.320501 -3.550011 -1.093855  0.000
H 5.881868 -3.163098 -1.807715  0.000
H 1.067839 5.103149 -1.263709  0.000
H -2.153359 -0.225250 -2.090802  0.011
H -6.040294 -2.623670 0.248815  0.000
H 1.185521 5.468056 0.491271  0.000
H 1.611610 1.776264 -2.068145  0.007

Atoms 1-6, force components in eV/Å:
Tc 0.8 -1.8 -3.6
O -3.6 -4.4 -0.9
O 3.0 4.1 -3.9
N -1.2 -1.7 -0.2
N -0.3 -0.8 0.2
N -0.8 1.6 0.1